{
  "formula": "C3H5IO",
  "method": "ωB97M-V with the def2-TZVPD basis set",
  "s2": 2.006,
  "multiplicity": 3,
  "total_charge": 0,
  "relative_energy_kj_mol": 373.0,
  "symbols": ["H", "C", "C", "I", "O", "C", "H", "H", "H", "H"],
  "coordinates": [[0.5862, -1.1952, 0.6598], [0.0333, -0.0878, -0.7983], [-0.2325, 0.8146, -1.9545], [1.3184, -0.3380, 4.2497], [1.0051, 0.2345, -1.6442], [-0.2588, -0.7940, 0.2449], [0.0749, -0.3846, 3.2888], [-1.2064, -0.7161, 0.6248], [-0.7306, 0.5562, -2.9187], [-0.5895, 1.9104, -1.7522]],
  "forces_ev_per_a": [[1.40, -1.43, 2.03], [-0.64, 8.16, -10.65], [-4.00, 1.00, 1.19], [0.61, 0.02, 0.49], [3.40, -0.22, -0.25], [-0.94, -5.12, 5.80], [-0.61, -0.01, -0.52], [-1.86, -0.24, 1.36], [0.80, -0.63, 0.65], [1.83, -1.51, -0.09]],
  "mulliken_spin": [0.03, 0.70, 0.00, 0.02, 0.23, 0.93, 0.01, 0.05, 0.01, 0.01]
}

***

{
  "formula": "C3H6Cl2O3",
  "method": "ωB97M-V with the def2-TZVPD basis set",
  "total_charge": 0,
  "relative_energy_kj_mol": 371.7,
  "symbols": ["Cl", "H", "C", "C", "O", "C", "H", "H", "Cl", "O", "H", "H", "H", "O"],
  "coordinates": [[-1.0887, 1.1359, -3.0304], [-1.0039, -0.4430, 1.9134], [0.6037, -0.9317, 1.3796], [-0.2752, 0.0663, -1.6517], [-0.5237, -1.3056, 1.9075], [0.3203, 1.0460, -0.7288], [0.6237, -0.5882, -2.0897], [-0.9509, -0.5606, -1.0784], [1.5553, 0.0445, 2.3795], [-0.4944, 1.6899, 0.0919], [1.3413, 1.5546, -0.8314], [-0.0119, 2.3168, 0.5563], [1.0560, -2.7851, 1.0943], [1.3507, -1.9198, 0.7806]],
  "forces_ev_per_a": [[0.16, -1.14, 0.55], [-0.35, -0.99, 0.43], [2.61, -0.92, -2.57], [3.14, 0.26, -0.25], [-2.60, 0.53, 0.30], [2.37, -0.55, -0.56], [-2.36, 1.51, 0.59], [-0.65, 0.07, -0.68], [1.19, 1.46, 1.18], [-2.54, -1.08, -0.42], [-1.50, -1.18, -0.32], [1.23, 1.90, 1.47], [-0.11, -0.12, 0.03], [-0.60, 0.27, 0.27]],
  "mulliken_charge": [-0.26, 0.40, 0.39, -0.20, -0.46, -0.33, 0.28, 0.25, -0.19, -0.42, 0.32, 0.36, 0.29, -0.44]
}

***

{
  "formula": "C5H8O",
  "method": "ωB97M-V with the def2-TZVPD basis set",
  "total_charge": 0,
  "relative_energy_kj_mol": 221.8,
  "smiles": "OC1CC=CC1",
  "symbols": ["H", "H", "C", "C", "H", "C", "H", "H", "C", "H", "H", "O", "H", "C"],
  "coordinates": [[-0.9252, 0.3817, -1.4111], [0.4105, 1.8948, -0.9952], [-0.9411, 0.2609, -0.3272], [0.4461, 1.3680, -0.0456], [-0.6802, -1.0946, 1.2483], [1.1175, -0.9178, 0.1443], [1.7547, -1.7859, 0.2484], [0.7337, 2.1933, 0.6520], [1.5435, 0.3368, 0.0581], [2.5995, 0.5796, 0.1886], [-0.7485, -1.9486, -0.2969], [-2.3288, 0.3238, 0.0067], [-2.6143, -0.5481, 0.3367], [-0.3673, -1.0439, 0.1929]],
  "forces_ev_per_a": [[0.22, -0.43, -0.01], [0.39, -0.05, -0.24], [0.97, 0.29, 0.03], [-0.80, -0.45, -0.21], [0.05, -0.20, -0.07], [0.15, 0.00, 0.08], [0.10, 0.07, 0.08], [-1.39, -0.73, 0.31], [-0.18, -0.27, -0.07], [-0.30, 0.20, -0.32], [-0.04, 0.28, -0.15], [0.41, 0.64, 0.56], [0.41, 0.66, -0.07], [0.01, 0.00, 0.05]],
  "mulliken_charge": [0.21, 0.27, 0.05, -0.74, 0.31, -0.57, 0.39, 0.33, -0.19, 0.37, 0.37, -0.55, 0.34, -0.61]
}